# C5H13NO

A 2-piece molecular cluster, C5H13NO overall (ωB97M-V/def2-TZVPD, OMol25).

Computed properties:
**Structure (SMILES)**: C=CC[C@@H](C)N.O
**Max |F|**: 1.6 eV Å⁻¹
**Electronic energy**: -8932.33763 eV
**Highest occupied orbital energy**: -8.854 eV

```
20
C5H13NO (ωB97M-V/def2-TZVPD)
H -2.0896 1.7006 -0.6262
H 1.2555 0.6556 0.7323
C -0.1347 -0.4398 -2.3506
N -1.8940 1.1972 1.7200
O 3.3700 -3.8931 0.6257
H -0.2217 1.6338 -2.2334
H 0.6584 1.8832 1.8065
C -1.4964 0.7892 -0.6440
H 3.8351 -4.1202 1.4344
H 3.8630 -4.2965 -0.0929
C -0.5582 0.6903 -1.8117
H -0.4995 -1.3860 -1.9606
H -0.7519 -0.4000 1.0607
H -2.2732 0.0171 -0.7257
H 0.6247 2.0346 0.0173
H 0.5757 -0.5102 -3.1629
H -1.5474 1.9583 2.2785
C -0.8748 0.6421 0.7830
H -2.2999 0.4674 2.2805
C 0.4589 1.3766 0.8693
```